# 1
Below is a cluster of 2 separate species, C5H7F2N2 in total, with properties calculated with ωB97M-V/def2-TZVPD.

Summary:
E_HOMO (spin up / spin down): -14.577 / -14.578 eV
Net charge: +1
E_LUMO (spin up / spin down): -6.42 / -6.42 eV
Molar mass: 133.121 g mol⁻¹
HOMO-LUMO gap (spin up / spin down): 8.158 / 8.160 eV
ΔE to the lowest compared entry with this formula, charge and spin: 157.5 kcal per mole

Last column: natural (NBO) charge in e.
Positions of all 16 atoms, in Å:
1 C -1.98596 1.04338 0.05029  -0.33
2 C -0.86959 1.77466 0.08255  -0.05
3 C -1.85258 -0.36178 0.01165  0.68
4 C 0.44940 1.07566 -0.03605  -0.34
5 C 1.97459 -1.88871 -0.28809  -0.02
6 N -0.75188 -1.03400 0.00966  -0.34
7 N 0.36614 -0.30661 0.30156  0.15
8 F -2.87359 -1.14890 -0.23649  -0.25
9 F 0.64428 -0.56670 1.69014  -0.24
10 H -2.88651 1.59967 0.08041  0.28
11 H -0.75519 2.79458 -0.00878  0.24
12 H 0.94308 1.03872 -1.10556  0.28
13 H 1.28720 1.59338 0.71222  0.30
14 H 2.72096 -1.70010 0.45990  0.23
15 H 1.36664 -2.63446 -0.53150  0.21
16 H 2.22302 -1.27878 -1.19191  0.19

# 2
Below is the molecule C5H7FN2, with properties calculated with ωB97M-V/def2-TZVPD.

Summary:
E_HOMO: -8.209 eV
SMILES: Cc1nc(F)[nH]c1C
E_LUMO: 0.80 eV
Molar mass: 114.123 g mol⁻¹
HOMO-LUMO gap: 9.012 eV
ΔE to the lowest compared entry with this formula, charge and spin: 32.9 kcal per mole

Last column: natural (NBO) charge in e.
Positions of all 15 atoms, in Å:
1 C 0.89719 1.90605 -0.46037  -0.64
2 C 0.68401 0.44227 -0.01024  0.14
3 N 1.73513 -0.20707 0.50841  -0.54
4 C 1.24569 -1.35671 0.81493  0.75
5 F 1.87936 -2.16356 1.58817  -0.29
6 N 0.03762 -1.69432 0.41813  -0.62
7 C -0.46989 -0.28372 -0.13457  0.07
8 C -1.90975 -0.16953 -0.36713  -0.65
9 H 0.50267 1.98346 -1.39992  0.22
10 H 0.59635 2.54844 0.35291  0.22
11 H 1.97645 2.02158 -0.49177  0.23
12 H -0.38006 -2.61400 0.25909  0.43
13 H -2.30813 0.00217 0.65490  0.22
14 H -2.31009 0.71293 -1.04748  0.24
15 H -2.17655 -1.12799 -0.68506  0.22

# 3
Below is the molecule C5H7FN2, with properties calculated with ωB97M-V/def2-TZVPD.

Summary:
E_HOMO: -8.220 eV
E_LUMO: 0.45 eV
Molar mass: 114.123 g mol⁻¹
HOMO-LUMO gap: 8.670 eV
ΔE to the lowest compared entry with this formula, charge and spin: 117.3 kcal per mole

Last column: natural (NBO) charge in e.
Positions of all 15 atoms, in Å:
1 C 0.04369 -0.43827 0.47303  -0.47
2 C -1.37456 0.58715 2.10550  -0.53
3 C 0.30839 -0.29129 -1.19473  0.02
4 C -1.26708 -0.32718 1.02838  0.43
5 C 1.82413 0.16696 -1.11429  -0.61
6 N -0.51792 -0.23152 -2.12787  -0.01
7 N -1.38988 -0.53429 -2.83695  -0.05
8 F -2.31850 -0.83313 0.32852  -0.32
9 H 0.49182 -1.20000 0.98088  0.23
10 H 0.51474 0.48300 0.66734  0.23
11 H -2.42273 0.68423 2.38388  0.22
12 H -0.46714 1.08230 2.52011  0.23
13 H 2.20828 0.62178 -1.97881  0.22
14 H 1.85149 0.88898 -0.33477  0.20
15 H 2.51527 -0.65872 -0.90022  0.22

# 4
Below is a structure of composition C5H7FN2, with properties calculated with ωB97M-V/def2-TZVPD.

Summary:
E_HOMO: -8.786 eV
E_LUMO: 1.01 eV
Molar mass: 114.123 g mol⁻¹
HOMO-LUMO gap: 9.795 eV
ΔE to the lowest compared entry with this formula, charge and spin: 139.8 kcal per mole

Last column: natural (NBO) charge in e.
Positions of all 15 atoms, in Å:
1 C 0.53733 1.92578 -1.33806  -0.39
2 C -1.48396 0.20639 0.80502  0.04
3 C -0.25657 -0.36294 1.12929  -0.34
4 C 0.21390 -1.29165 0.09095  0.19
5 C 0.69011 0.03497 -0.03111  -0.08
6 H 1.66708 1.38026 -1.38686  0.20
7 H 0.39162 2.84840 -0.62398  0.21
8 H 0.33140 2.34890 -2.66407  0.21
9 H -2.23614 0.35713 1.73753  0.22
10 H -0.15781 -0.61232 2.08248  0.24
11 H -0.37925 -1.80053 -0.58639  0.18
12 H 1.74998 0.20879 -0.15863  0.24
13 N -0.10788 0.73495 -0.83121  -0.31
14 N -1.41658 0.90807 -0.20435  -0.23
15 F 1.23327 -2.14522 0.54581  -0.36

# 5
Below is a cluster of 2 separate species, C5H7FN2 in total, with properties calculated with ωB97M-V/def2-TZVPD.

Summary:
E_HOMO (spin up / spin down): -7.228 / -8.887 eV
E_LUMO (spin up / spin down): 0.83 / -1.71 eV
Molar mass: 114.123 g mol⁻¹
Multiplicity: 3
HOMO-LUMO gap (spin up / spin down): 8.055 / 7.178 eV
<S²>: 2.010
ΔE to the lowest compared entry with this formula, charge and spin: 54.3 kcal per mole

Last column: natural (NBO) charge in e.
Positions of all 15 atoms, in Å:
1 C -1.80863 0.13530 -1.56955  -0.09
2 C -0.49531 0.07776 -1.94299  -0.11
3 C -0.72920 0.37226 0.20902  0.48
4 C 1.54663 -0.21927 -0.50037  -0.40
5 C -0.01231 0.03663 2.56961  0.07
6 N -1.95313 0.41029 -0.19792  -0.51
7 N 0.22103 0.08369 -0.74441  -0.44
8 F -0.61714 -0.99244 3.09874  -0.33
9 H -2.63649 0.37539 -2.22348  0.21
10 H 0.08382 -0.12855 -2.82223  0.22
11 H 2.31371 0.52403 -0.73654  0.20
12 H 1.72431 -0.58336 0.61243  0.22
13 H 1.76415 -0.98301 -1.26501  0.21
14 H -0.47479 1.03015 3.07774  0.14
15 H 1.07335 -0.13887 2.43498  0.12

# 6
Below is the ion C5H7FN5O with charge +1, with properties calculated with ωB97M-V/def2-TZVPD.

Summary:
E_HOMO: -15.917 eV
Net charge: +1
SMILES: CC[C@H](F)n1nnc(OC#N)[nH+]1
E_LUMO: -5.30 eV
Molar mass: 172.143 g mol⁻¹
HOMO-LUMO gap: 10.614 eV

Last column: natural (NBO) charge in e.
Positions of all 19 atoms, in Å:
1 C -0.18979 -0.72421 2.57026  -0.62
2 C -0.08236 -1.49839 1.24750  -0.45
3 C -1.08342 -1.03775 0.21513  0.37
4 F -1.08490 -1.84774 -0.83701  -0.31
5 N -0.64589 0.26238 -0.36151  0.08
6 N -0.67520 1.39280 0.20542  0.10
7 N -0.15461 2.28674 -0.62290  -0.21
8 C 0.17135 1.64198 -1.69949  0.64
9 O 0.72182 2.21427 -2.77899  -0.40
10 C 2.01409 1.98318 -2.78696  0.48
11 N 3.14289 1.65737 -2.77646  -0.26
12 N -0.12616 0.36611 -1.58695  -0.31
13 H -1.15772 -0.26024 2.67286  0.22
14 H 0.52315 0.08359 2.57371  0.22
15 H 0.00084 -1.35654 3.41594  0.25
16 H -0.18676 -2.55984 1.38159  0.26
17 H 0.89462 -1.30618 0.82738  0.22
18 H -2.08187 -0.91772 0.60379  0.22
19 H -0.00007 -0.37979 -2.26333  0.49

# 7
Below is the molecule C5H7FO, with properties calculated with ωB97M-V/def2-TZVPD.

Summary:
E_HOMO: -9.042 eV
SMILES: C=CO/C=C\CF
E_LUMO: 0.97 eV
Molar mass: 102.108 g mol⁻¹
HOMO-LUMO gap: 10.016 eV
ΔE to the lowest compared entry with this formula, charge and spin: 60.6 kcal per mole

Last column: natural (NBO) charge in e.
Positions of all 14 atoms, in Å:
1 C -1.40779 -1.06732 -0.20978  -0.49
2 C -1.18371 -0.21350 0.72900  0.14
3 O -0.97217 1.18483 0.58766  -0.53
4 C -0.04741 1.72052 -0.24100  0.14
5 C 1.19052 1.21875 -0.36165  -0.34
6 C 1.54577 -0.09262 0.37856  0.01
7 F 2.89393 -0.21956 0.32022  -0.36
8 H -1.52876 -2.16933 0.11728  0.23
9 H -1.45274 -0.69791 -1.15042  0.22
10 H -1.20326 -0.36203 1.78724  0.19
11 H -0.29230 2.73594 -0.77623  0.20
12 H 2.02322 1.79050 -0.67205  0.23
13 H 1.21018 -0.19642 1.50749  0.16
14 H 0.89107 -0.97691 -0.07015  0.18

# 8
Below is the molecule C5H7FO, with properties calculated with ωB97M-V/def2-TZVPD.

Summary:
E_HOMO: -7.356 eV
E_LUMO: 0.99 eV
Molar mass: 102.108 g mol⁻¹
HOMO-LUMO gap: 8.348 eV
ΔE to the lowest compared entry with this formula, charge and spin: 126.3 kcal per mole

Last column: natural (NBO) charge in e.
Positions of all 14 atoms, in Å:
1 C 0.14626 -0.70755 -0.89070  -0.10
2 C 1.04631 -0.75991 0.31723  -0.31
3 C -1.11846 1.15588 -0.02324  -0.14
4 C -1.14472 0.19974 1.02351  -0.31
5 C 2.15508 -0.07232 0.52072  0.24
6 O -1.17130 -0.17023 -0.51896  -0.36
7 F 2.64601 0.76539 -0.39035  -0.35
8 H -0.03964 -1.53694 -1.55407  0.22
9 H 0.58261 -0.00059 -1.55040  0.20
10 H 0.74689 -1.29027 1.17116  0.25
11 H -1.94500 1.73658 -0.42718  0.18
12 H -0.13425 1.63610 -0.25049  0.16
13 H -2.08816 0.01411 1.44179  0.15
14 H 2.70212 0.04027 1.45565  0.18

# 9
Below is the molecule C5H7FOS, with properties calculated with ωB97M-V/def2-TZVPD.

Summary:
E_HOMO: -9.005 eV
SMILES: F[C@H]1COC[C@H]2S[C@@H]12
E_LUMO: 0.79 eV
Molar mass: 134.175 g mol⁻¹
HOMO-LUMO gap: 9.800 eV
ΔE to the lowest compared entry with this formula, charge and spin: 13.8 kcal per mole

Last column: natural (NBO) charge in e.
Positions of all 15 atoms, in Å:
1 F -1.57832 1.78916 0.90422  -0.34
2 C -0.36925 1.18279 0.75979  0.18
3 C -0.43104 -0.21717 1.38296  -0.10
4 O 0.60411 -1.08513 0.99273  -0.52
5 C 0.72127 -1.40680 -0.36838  -0.08
6 C 0.47468 -0.22231 -1.31511  -0.31
7 S -1.27101 0.20697 -1.74127  0.10
8 C -0.01542 1.06964 -0.75723  -0.33
9 H 0.44975 1.70936 1.27188  0.16
10 H -0.33079 -0.08452 2.43943  0.20
11 H -1.35602 -0.67400 1.07251  0.18
12 H 1.67857 -1.86306 -0.57882  0.20
13 H 0.00560 -2.23681 -0.64823  0.17
14 H 1.13346 -0.17829 -2.18687  0.24
15 H 0.28442 2.01015 -1.22759  0.24

# 10
Below is a cluster of 2 separate species, C5H7FSi in total, with properties calculated with ωB97M-V/def2-TZVPD.

Summary:
E_HOMO: -8.989 eV
E_LUMO: -0.14 eV
Molar mass: 114.195 g mol⁻¹
HOMO-LUMO gap: 8.847 eV
ΔE to the lowest compared entry with this formula, charge and spin: 66.5 kcal per mole

Last column: natural (NBO) charge in e.
Positions of all 14 atoms, in Å:
1 C -0.15794 2.68217 -2.26916  -0.16
2 C -0.62906 1.92579 -1.48623  -0.52
3 C 0.99226 -2.47935 0.26765  -0.48
4 C 0.04758 -1.95928 -0.44656  -0.37
5 C 0.04733 0.81678 1.53584  -1.10
6 F -2.48881 0.47563 0.23918  -0.66
7 Si -0.88641 0.52929 -0.17425  1.74
8 H -0.11957 3.52785 -2.92444  0.24
9 H 1.40070 -3.59406 0.12972  0.20
10 H 1.42444 -2.06856 1.14355  0.19
11 H -0.25747 -2.48807 -1.32809  0.18
12 H 0.52107 -0.10409 1.84400  0.24
13 H 0.87106 1.53608 1.25670  0.24
14 H -0.76517 1.19981 2.21210  0.25

# 11
Below is a structure of composition C5H7HgO3, with properties calculated with ωB97M-V/def2-TZVPD.

Summary:
E_HOMO (spin up / spin down): -9.182 / -9.183 eV
E_LUMO (spin up / spin down): 0.13 / -2.73 eV
Molar mass: 315.698 g mol⁻¹
Multiplicity: 2
HOMO-LUMO gap (spin up / spin down): 9.312 / 6.454 eV
<S²>: 0.754
ΔE to the lowest compared entry with this formula, charge and spin: 0.0 kcal per mole

Last column: natural (NBO) charge in e.
Positions of all 16 atoms, in Å:
1 O 0.45431 -0.82881 0.06333  -0.66
2 C -0.58567 -1.46551 -0.11176  0.94
3 O -1.17116 -1.78265 -1.17642  -0.77
4 Hg -2.84608 -2.89940 -0.24845  0.80
5 O -1.34155 -1.83010 1.00594  -0.66
6 C -0.89384 -1.44002 2.31119  -0.25
7 H 0.08875 -1.88407 2.52223  0.20
8 H -0.80971 -0.35113 2.43064  0.20
9 H -1.65951 -1.79702 3.00922  0.19
10 C 0.67976 2.34942 -0.26976  -0.49
11 C 1.27261 2.16590 -1.42498  0.11
12 C 1.87600 1.77240 -2.51672  -0.51
13 H 1.22614 2.76760 0.57983  0.22
14 H -0.37500 2.09622 -0.13397  0.22
15 H 1.93051 2.41678 -3.39659  0.22
16 H 2.15442 0.71039 -2.64371  0.23

# 12
Below is a structure of composition C5H7HoLiO5, with properties calculated with ωB97M-V/def2-TZVPD.

Summary:
E_HOMO (spin up / spin down): -15.371 / -15.808 eV
Net charge: +2
E_LUMO (spin up / spin down): -8.50 / -9.60 eV
Molar mass: 318.977 g mol⁻¹
Multiplicity: 6
HOMO-LUMO gap (spin up / spin down): 6.869 / 6.208 eV
<S²>: 8.754

Last column: natural (NBO) charge in e.
Positions of all 19 atoms, in Å:
1 O 0.97470 1.25214 -2.11283  -0.59
2 C 1.85236 0.41454 -2.12809  0.46
3 C 1.99865 -0.60518 -1.04141  -0.20
4 O 1.29902 -0.12349 0.09899  -0.55
5 Li -0.05823 1.42506 -0.46429  0.93
6 H 2.45548 0.22740 -3.03502  0.19
7 H 3.06169 -0.72531 -0.78474  0.25
8 H 1.67028 -1.58163 -1.42901  0.28
9 H -2.98682 1.77313 -0.49355  0.20
10 C -2.56472 0.94570 0.09268  0.07
11 C -3.06888 -0.30543 0.01000  -0.46
12 Ho -1.13201 1.26005 3.01418  1.78
13 O -1.46237 1.30289 0.73520  -1.05
14 H -3.91230 -0.49050 -0.65617  0.25
15 H -2.87446 -1.10991 0.72469  0.20
16 O 1.17099 -2.13951 1.04972  -0.47
17 C 1.25451 -0.93681 1.16017  0.97
18 O 0.89197 -0.23691 2.23258  -0.80
19 H 1.43012 -0.34623 3.02691  0.55